1.
64
Properties=species:S:1:pos:R:3:forces:R:3 method="wB97M-V/def2-TZVPD" homo_lumo_gap_ev=10.4715 total_charge=+1 fmax_ev_per_a=4.5 homo_ev=-13.3 e_tot_ha=-1605.45218 e_above_lowest_kcal_mol=143.66
O -0.55243 1.30065 0.45031 -0.3069 -0.2248 -2.7458
H 2.95361 -0.02976 2.47699 -1.0969 -0.5534 -0.1251
H 1.10855 1.80981 -4.79030 0.1257 0.3751 -0.7175
O 1.25447 2.93710 -1.53004 0.1511 0.2608 -2.3918
H 0.87812 3.75766 -1.87731 -0.2497 0.0220 0.3137
H 2.99146 0.88843 -1.14907 -0.7449 -0.3480 -1.4924
O 1.16099 -3.14446 2.26786 -0.1229 -0.4998 -0.2570
H 0.33845 -3.04444 2.76950 0.4435 -0.0840 -0.1209
H -3.30179 3.84566 -0.20354 0.0793 0.2273 0.2886
O -4.18285 0.94825 -1.19152 -1.1840 -0.8457 -0.3334
H -3.56713 3.94244 -1.70724 0.2972 -0.0878 0.4454
H -0.90766 -0.46222 1.04810 0.5824 -2.3918 0.5814
O 0.90195 -2.51213 -0.72045 -0.7811 0.4206 -0.7924
H 0.52964 -3.28817 -4.19486 0.8171 -0.5846 -0.3440
H 1.78179 -2.53013 -0.35412 0.1082 -0.3438 0.2611
O -3.32703 3.31779 -1.00229 -0.0759 0.8161 -0.2885
H 0.12942 -0.85346 1.97567 0.5966 -0.9627 -0.0572
H 5.02070 1.47029 1.16183 1.3309 -0.0475 0.7582
O -2.97462 -0.00603 2.84144 -1.1983 -0.3240 0.6516
H 0.50085 -3.38298 -0.69896 0.6806 -0.4683 0.5812
H -3.56693 0.66161 3.23002 0.4138 0.4190 -0.6710
O 2.80060 0.77515 -2.12002 1.6797 0.4626 0.9063
H -0.22452 1.69493 1.24723 0.5204 1.1430 0.1588
H 0.17369 -0.98876 5.60911 0.1928 -0.0141 0.6609
O 2.19453 2.88512 0.73322 0.1236 0.5778 2.5094
H -1.07388 -2.09872 4.40610 -0.0162 -0.2147 -0.6265
H 1.92414 2.00381 0.47578 -0.2479 0.3748 -1.0480
O 0.78979 -2.70392 -3.49404 -0.2787 1.1754 1.3069
H 2.43382 -1.17890 1.61185 -0.2087 -0.0940 -0.0002
H 1.73539 -2.66895 -3.13948 -1.0025 -0.4613 -1.1486
O -2.53869 -0.88838 -0.20150 -0.8985 -1.2591 -1.2388
H -1.55056 -1.91859 -0.84033 -1.6153 2.3359 -0.8247
H -2.88066 -1.08808 0.68196 -0.4518 0.3597 -0.0027
O -1.12444 1.36705 4.09071 -0.5284 0.4390 -1.4545
H -1.19629 0.60451 3.47087 -0.0614 0.5934 1.2115
H -0.66360 1.22030 4.90284 0.6527 -0.6278 0.3642
O -1.77108 -2.59175 3.95736 -0.6486 -0.3486 1.4068
H 2.59894 3.43624 0.05525 -0.4413 -0.8729 -0.4225
H -1.68868 -2.56473 3.01458 0.5708 0.5769 -0.8511
O 4.30387 1.44734 0.56039 -1.6381 -0.1544 -0.1299
H 3.55895 1.90752 1.03608 0.9810 0.0037 -0.5645
H 1.89852 0.63659 -2.39005 -0.5643 -0.2635 0.4758
O 1.16416 0.91102 -4.49112 -0.1580 -1.1657 0.5721
H 4.00886 -2.58473 -2.40303 -0.9280 0.6418 -0.5624
H 1.80553 2.64374 -2.30719 -0.4459 -0.0880 1.2143
O -2.90220 2.76323 -3.80903 -0.3348 -4.2885 1.2693
H -3.26340 -1.01043 -0.90481 0.8880 0.5413 2.1877
O -1.41405 -2.04683 -1.88273 3.4307 -2.0871 -1.3326
H -1.40724 -1.60390 -2.76724 -1.0531 0.5708 1.1461
H -0.40982 -2.21092 -1.90164 -0.0567 -0.4578 -0.0127
O 3.30447 -2.08705 -2.89272 2.0037 -0.7049 -1.1170
H 3.73785 -1.93164 -3.79090 -0.8963 -0.1287 1.7508
H -0.32207 1.77934 -0.42759 -0.0814 -0.6115 2.7077
O -0.54544 -1.34811 1.47705 -1.2413 3.6002 -0.5569
H -4.46195 1.78373 -0.79185 0.3583 -0.2015 -0.2535
H -3.14818 -0.68100 3.51933 0.5742 -0.5573 -0.3736
O 0.85739 -0.85176 4.94816 -0.2599 -0.3183 0.3711
H 0.32377 -0.69813 4.17330 0.2466 0.3282 -0.8004
H -3.25229 1.04503 -1.35719 0.5120 0.5432 0.3273
O 2.14551 -0.57613 2.30436 1.2780 1.0118 0.1299
H 1.87407 -3.06723 2.89859 0.0940 -0.0218 0.5122
H 1.51172 0.31770 -5.17748 -0.1692 0.7843 0.1902
H -2.77877 1.70110 -3.64656 -0.1652 3.9682 -0.9197
H -3.69738 2.83931 -3.23967 0.4192 0.1352 -0.6827


2.
64
Properties=species:S:1:pos:R:3:forces:R:3 method="wB97M-V/def2-TZVPD" homo_lumo_gap_ev=10.6875 total_charge=+1 fmax_ev_per_a=1.9 homo_ev=-13.4 e_tot_ha=-1605.59746 e_above_lowest_kcal_mol=52.50
O -1.67287 0.09349 -4.23940 1.3786 -0.4410 -1.3036
H -1.61663 0.03534 -3.29311 -0.9244 0.9832 0.3308
H -2.46328 0.48095 -4.60940 -0.3903 0.2180 0.8224
O -1.44138 1.50723 -1.14587 0.1535 -0.2572 0.0658
H -1.14303 0.79294 -0.56577 0.1113 -0.1504 -0.1446
H -0.58161 1.95742 -1.33804 -0.5422 -0.1689 -0.2172
O -3.02353 2.12158 0.85436 1.8777 0.1911 -0.0453
H -3.55912 1.55097 1.42545 -0.2678 -0.2143 -0.4527
H -2.74045 1.64034 0.02946 -1.1871 0.4003 -0.1239
O 2.03949 1.10984 2.16572 0.3166 -0.2438 0.1192
H -0.10726 2.11953 1.69485 -0.1202 -0.1274 0.2547
H 2.99179 1.22409 2.01602 -0.1558 0.1998 -0.1383
O 1.10554 1.69283 -1.57592 -0.4980 0.5895 0.2548
H 1.16915 0.85428 -1.11806 0.5223 -0.4964 -0.1034
H 1.88993 1.87738 -2.08896 0.3886 -0.1840 -0.0561
O 0.99151 3.51014 1.55252 -0.4701 -0.0543 1.0494
H 1.69203 2.86067 1.77699 -0.3581 0.1355 -0.9166
H 0.84221 3.58926 0.61374 0.6086 -0.1023 -0.5321
O -0.85499 1.46524 1.70666 0.1990 0.9061 -0.2408
H -0.58663 0.55283 2.03402 -0.1343 0.0806 -0.1360
H -1.88602 1.95910 1.20578 -0.4661 -0.4301 1.3171
O 1.61959 -0.53492 4.84805 0.3716 0.2166 -0.2043
H 1.14603 -0.54679 5.68305 -0.1538 0.0552 -0.0189
H 0.97506 -0.59902 4.13594 -0.3183 -0.2514 0.0491
O 0.14007 -1.90584 -4.68181 -0.1606 0.6866 0.4675
H -0.31957 -1.07881 -4.93608 -0.0224 -0.5887 -0.2252
H 0.36725 -1.66200 -3.77384 0.3816 -0.3606 -0.1182
O -1.95772 -2.50078 1.42218 0.0868 0.1481 -0.2364
H -2.24926 -2.63462 0.50962 -0.0010 -0.1144 0.1000
H -2.38177 -3.17695 1.95893 -0.0536 -0.0290 -0.0864
O -2.15535 -2.42388 -2.17066 0.1746 -0.1570 0.3344
H -1.67617 -3.07957 -2.69825 -0.2254 0.0398 -0.0522
H -1.75194 -1.59528 -2.43783 0.2633 -0.0767 -0.1553
O 3.59665 -1.28887 0.41676 0.3160 -1.4998 -0.1446
H 3.44036 -2.05622 -0.17051 0.0874 0.3135 -0.7109
H 3.90999 -1.84089 1.14431 0.1094 0.6653 0.8416
O -3.95662 -0.27447 -2.57837 0.0459 0.1814 0.2085
H -3.55347 -1.11199 -2.31251 -0.3690 -0.3043 -0.2346
H -4.47390 -0.45355 -3.36968 -0.0581 -0.0723 0.0609
O 0.11379 -0.89031 2.23248 -0.4952 0.9593 1.2717
H -0.44675 -1.52427 1.76727 -0.1980 -0.2381 -0.3630
H 0.82551 -0.58698 1.65802 0.1430 -0.5068 -0.2329
O 1.08811 -1.34723 -0.17827 0.4531 1.0349 -0.1661
H 0.99828 -2.30332 -0.18802 0.1379 -0.2441 -0.0621
H 2.01113 -1.16506 0.17986 -1.0959 -0.5243 -0.3325
O 1.63344 -3.12040 2.60394 -0.0577 -0.5999 0.4723
H 1.98476 1.06797 3.12788 -0.0782 -0.2612 0.3689
O -3.98690 2.97193 -2.92333 -0.0373 -0.0903 0.1268
H -3.12688 3.30661 -3.18280 0.1446 0.1772 -0.2421
H -3.81165 2.62148 -2.04555 -0.0379 -0.1047 0.0359
O 2.68267 -3.98236 -0.65173 -0.2074 0.9302 -0.1244
H 3.11545 -4.50736 -1.33118 0.0591 -0.2551 0.2924
H 2.75440 -4.39277 0.21097 0.1292 -0.4936 -0.0112
O 4.05360 2.99746 1.95090 0.0876 -0.4170 0.5636
H 3.46946 3.61048 2.40545 0.3795 0.4962 -0.2291
H 4.46346 3.39722 1.17762 -0.3153 0.3376 0.0639
O 4.33239 1.34122 -0.07720 -0.2665 0.1367 -0.6136
H 3.65668 0.66271 -0.18501 0.4001 -0.0974 -0.0058
H 4.58147 1.27956 0.84437 0.2840 -0.0715 0.1349
O -4.93518 0.71499 -0.22867 0.1829 0.4021 -0.8591
H -4.61184 0.49361 -1.13539 -0.2559 -0.5203 0.4160
H -5.28675 1.59958 -0.39709 -0.3283 -0.0712 0.3851
H 0.83898 -2.71662 2.97435 0.1180 0.3804 -0.3268
H 1.83828 -3.75914 3.30080 0.3381 -0.0449 -0.2412


3.
64
Properties=species:S:1:pos:R:3:forces:R:3 method="wB97M-V/def2-TZVPD" homo_lumo_gap_ev=10.4336 total_charge=+1 fmax_ev_per_a=2.0 homo_ev=-13.0 e_tot_ha=-1605.53527 e_above_lowest_kcal_mol=91.53
O 1.19772 4.43443 2.23955 -0.2608 0.2899 -0.0137
H 0.57359 3.73536 -2.97655 -0.2506 -0.0022 -0.1997
H 1.03279 -2.58481 -4.93873 0.3147 -0.2117 -0.2905
O -0.33580 1.90652 0.18529 -0.3901 -0.3548 0.3321
H -0.83993 1.68339 -0.62477 0.2892 0.7624 -0.8592
H 2.88317 -3.24757 1.16339 0.1813 0.0647 0.2048
O -2.72032 -1.89847 0.71516 -1.2680 0.6426 -0.9150
H -2.57346 -1.51541 -0.15589 0.8175 -0.4247 -0.8296
H 3.04087 -1.09696 -2.32673 -0.1969 -0.4591 0.0744
O 0.73661 0.81179 -3.68128 -0.2541 -0.3076 0.3748
H 3.75633 -2.30365 -1.58229 -0.6061 -0.1078 -0.3903
H -0.13741 2.97786 -1.81189 -0.7881 0.0173 -0.3040
O -4.50245 0.42730 -0.45221 -0.2912 -0.0224 0.0286
H -2.44953 -4.03671 1.82457 -0.3335 -0.0057 -0.5444
H -5.32547 -0.06877 -0.37927 -0.0826 0.2346 -0.0659
O 3.81551 -1.38514 -1.83930 0.8228 0.7601 -0.0462
H -0.87464 -1.99370 1.64525 0.2863 -0.3201 0.7254
H 1.14183 -4.54211 -2.85854 0.0826 -0.3811 -0.1224
O 2.13227 2.07309 2.99136 -0.1333 0.3588 0.1845
H -4.33013 0.50703 -1.42129 0.0318 -0.2187 0.8393
H -2.18777 0.72698 2.10835 0.0785 -0.0026 0.1824
O 3.24238 -2.56767 0.58735 -0.1994 -0.0474 -0.7530
H 1.15692 4.65652 3.17587 0.0507 -0.0899 0.0051
H -1.49907 -0.26370 1.07081 -0.6176 0.4879 0.9759
O 2.64238 -2.11427 2.95897 -0.2838 -1.2074 -0.5003
H 1.32194 0.30139 -0.54526 -0.0383 0.2774 -0.4891
H 3.14705 -2.43992 3.69478 -0.0965 0.4848 0.8355
O -1.50413 -3.92267 1.82243 1.2123 0.0186 1.0625
H 0.45628 -1.30694 2.24852 0.1781 -0.3458 -0.2669
H -1.13969 -4.01216 0.94479 -0.4699 -0.3399 -0.4038
O -1.60526 1.69628 -2.43899 -0.5523 -0.6571 1.8480
H -0.91226 1.23736 -2.94017 0.3603 0.5567 -1.0492
H 2.12212 1.17697 3.29837 0.1136 -0.9267 0.0983
O 1.89614 -0.19479 1.51655 0.7223 0.8285 -0.4878
H 1.93519 0.71929 1.20070 -0.0532 0.1769 0.5418
H 2.75294 -0.56580 1.25755 0.1165 -0.4605 -0.0871
O 0.96684 -0.33874 -1.17827 -0.0444 -0.1235 0.7350
H 2.18392 -1.28542 3.04343 0.4344 0.4548 0.8793
H 0.98712 -1.08700 -0.56232 -0.1100 -0.3036 -0.3111
O 1.96162 -4.18053 -2.50803 -0.3983 0.2291 0.0515
H 1.64234 -3.36028 -2.11574 0.2844 0.1729 0.0826
H 4.07781 -2.89341 0.25071 0.2138 -0.1585 0.1011
O 0.91430 -1.70513 -4.58965 -0.2452 0.4220 0.3804
H -1.43842 -0.17969 3.82197 0.4408 -0.3143 0.0597
H -0.55779 2.80492 0.51768 -0.0033 0.0479 -0.2717
O -1.87549 3.84176 1.39752 0.0379 0.0215 -0.1272
H -2.01654 2.47419 -2.80439 0.2763 0.0770 -0.8082
O -3.59327 -0.20182 -2.72949 -0.0785 -0.5057 -0.6783
H -2.99305 0.11958 -3.40533 0.2057 0.2255 0.0088
H -4.20802 -0.77767 -3.19584 -0.0540 -0.0994 -0.0428
O -1.30212 0.63761 4.30790 -0.4064 0.4229 -0.1529
H -0.42045 0.96470 4.09845 0.0162 -0.1690 -0.1159
H 0.68480 5.13800 1.83033 0.0465 0.0910 -0.1278
O 0.69349 3.27796 -2.14554 1.4490 0.3306 0.3965
H 0.97066 0.96125 -2.75412 0.3375 0.3650 -0.2622
H 2.56741 2.53669 3.71046 0.1510 0.3653 -0.0508
O -2.08543 0.56232 1.15904 0.9326 0.3829 -0.7074
H -1.26842 1.27621 0.74743 -0.3056 -0.1758 0.9593
H 0.84443 -0.15441 -3.72519 -0.3356 0.2176 0.0538
O -0.35938 -1.17535 1.77073 -1.1968 -0.3905 -0.3271
H -3.54592 -1.38365 0.77004 -0.2390 -0.2358 0.9499
H 1.32398 -1.06003 -5.17600 0.1368 -0.4658 -0.4405
H -2.41277 4.50231 0.94963 -0.0849 0.0074 0.0263
H -2.22850 3.77370 2.29033 0.0470 0.0404 0.0444


4.
66
Properties=species:S:1:pos:R:3:forces:R:3 method="wB97M-V/def2-TZVPD" homo_lumo_gap_ev=10.7038 total_charge=0 fmax_ev_per_a=2.7 homo_ev=-10.8 e_tot_ha=-1681.75807 e_above_lowest_kcal_mol=17.99
O 12.63674 12.95949 11.34761 -0.2675 0.0362 0.1232
H 12.18043 13.68774 10.86100 0.1496 -0.1509 0.3706
H 12.25307 12.92338 12.24004 0.1147 0.2337 -0.5037
O 12.44557 10.22185 11.16146 -0.0957 -0.4383 -0.6937
H 12.55608 11.15564 10.93662 0.1487 0.6378 -0.1610
H 12.25560 10.25801 12.10121 -0.1290 -0.2455 0.8697
O 8.81690 7.21853 13.49727 0.7053 -0.3774 1.8447
H 7.98148 7.10556 13.04041 -0.4918 -0.1495 -0.3649
H 8.72083 6.81754 14.40163 0.0350 0.6075 -1.4996
O 10.33826 6.95302 9.65983 -0.3113 -0.8122 0.9975
H 10.59441 6.30888 10.34934 -0.4229 0.4585 -0.4132
H 11.17687 7.36013 9.40251 0.3761 0.1974 -0.5361
O 5.79207 12.80439 9.12374 -0.2953 -0.1527 -0.4928
H 5.09280 12.61809 8.47481 0.3895 0.1407 0.2834
H 6.47574 12.13227 8.95476 0.1414 -0.0340 0.0557
O 11.07875 14.02952 7.03458 -0.9577 -0.6671 0.9249
H 10.52764 13.72958 7.81429 0.6045 0.3531 -1.0345
H 10.69642 13.53486 6.29484 0.2133 0.2280 0.1896
O 5.44442 10.85146 13.69270 0.3435 0.4657 -0.2276
H 4.81217 11.31583 14.24951 -0.0588 -0.0236 -0.0470
H 5.78089 11.54724 13.09121 -0.2671 -0.5741 0.2941
O 8.14059 9.77842 5.91502 -0.5645 -0.0639 0.6590
H 7.29890 9.33224 6.15894 0.4605 0.0682 -0.1932
H 8.29676 9.67951 4.97566 -0.1930 -0.0418 -0.2260
O 10.44405 8.26925 6.62195 -0.0760 0.3494 0.1194
H 9.64900 8.80678 6.44119 0.3727 -0.1961 0.1765
H 10.99166 8.79866 7.22361 -0.2182 -0.2751 -0.1157
O 11.21402 15.03874 10.00169 0.5232 0.1329 0.1189
H 10.47225 14.41656 9.94060 0.1111 -0.0147 0.1367
H 11.55328 15.03143 9.09928 0.1789 0.2522 -0.0355
O 8.18696 11.22579 8.56386 0.5185 -1.9351 0.4035
H 8.65480 10.57934 9.20426 -0.6974 1.0388 -0.9711
H 8.21398 10.78240 7.68586 0.0553 0.4414 0.5290
O 11.17699 10.23215 13.67292 -0.0631 0.1518 0.3256
H 10.40695 9.70964 13.39105 0.0946 0.2379 0.2484
H 10.80680 10.80610 14.37673 0.1179 -0.5202 -0.7435
O 7.43874 14.82863 11.07275 0.2405 -1.0939 -0.5503
H 7.22960 15.67198 11.45764 -0.4276 0.4114 0.0761
H 6.65636 14.42991 10.65080 0.1488 0.4504 0.3685
O 9.39303 13.32737 9.46465 -1.0102 0.2160 -0.2055
H 8.90611 12.54296 9.13486 0.3912 -0.2512 -0.2420
H 8.66428 13.96433 9.56798 0.2568 0.1191 0.2488
O 7.80872 6.56807 8.83121 0.0490 -0.8811 -0.6414
H 7.76783 5.73032 8.32636 -0.1316 0.6126 0.3880
H 8.77876 6.74462 8.85242 -0.1412 0.1900 0.3173
O 12.44912 8.33066 9.07582 1.3020 2.1367 0.8811
H 12.49850 9.01462 9.83831 -0.2339 -1.1707 -1.0249
H 13.24497 8.57669 8.55948 -0.6926 -0.5645 0.2348
O 6.79889 6.97614 11.64928 0.1547 -0.6290 -0.6469
H 6.98052 6.61040 10.74608 -0.2445 0.7738 0.8570
H 6.13282 7.66774 11.60176 0.0349 -0.0337 -0.3276
O 4.64481 12.89924 11.62607 0.5324 -1.5514 0.0304
H 5.05759 12.21809 11.04271 -0.2646 0.3525 0.8347
H 4.57234 13.56584 10.96782 -0.3679 1.2599 -0.6224
O 7.57149 11.67229 11.75201 0.7419 0.1124 -0.2075
H 7.81308 12.59795 11.89372 -0.1147 0.1941 -0.2915
H 8.41002 11.26108 11.43883 -0.6797 -0.0384 0.2972
O 9.69007 9.80027 10.54536 -0.8887 -0.3435 -0.2621
H 10.58923 9.97030 10.86297 0.3786 -0.0434 -0.1768
H 9.59043 8.83234 10.42622 0.2937 0.4544 0.2261
O 8.63818 10.97697 14.31194 -0.2750 -0.0559 0.4294
H 8.01565 10.30496 14.62464 0.0983 0.1506 -0.1025
H 8.09298 11.52001 13.72642 0.0553 -0.2775 -0.1074
O 6.02908 8.45497 7.66738 0.8377 0.6299 -0.1641
H 6.54141 7.72788 8.07263 -0.2355 -0.0058 -0.0882
H 5.14549 8.18641 7.44359 -0.3531 -0.4827 0.0604


5.
7
Properties=species:S:1:pos:R:3:forces:R:3 method="wB97M-V/def2-TZVPD" homo_lumo_gap_ev="6.7899 / 7.1554" total_charge=0 fmax_ev_per_a=6.1 homo_ev="-6.1 / -10.1" e_tot_ha=-644.14104 multiplicity=3 e_above_lowest_kcal_mol=16.22
N -1.41271 -1.52211 0.66249 -1.7611 -2.2194 5.4469
Si -1.17379 -1.06027 -0.84070 3.3201 0.7483 -4.1343
I 3.48968 3.55070 1.14973 0.0320 0.6076 0.0977
H 3.40164 1.99671 0.90121 -0.0367 -0.6111 -0.0998
H -2.32288 -1.62003 1.11074 0.3889 0.5145 0.3208
H -2.06632 -0.89813 -1.83453 -2.4813 0.2909 -1.9225
H 0.08437 -0.44687 -1.14894 0.5382 0.6693 0.2912